{"formula": "C3H9N5", "method": "ωB97M-V/def2-TZVPD", "smiles": "C/N=N/C(N)=C(N)N", "e_tot_ha": -393.4101, "lumo_ev": [0.76, 0.77], "e_above_lowest_kj_mol": 271.6, "species": ["C", "N", "N", "C", "N", "C", "N", "N", "H", "H", "H", "H", "H", "H", "H", "H", "H"], "coordinates": [[-1.06967, -1.60861, -2.08181], [-0.44182, -1.02262, -0.91364], [-1.23006, -0.30183, -0.15853], [-0.34418, 0.13945, 0.77981], [-0.77512, 0.10523, 2.14615], [0.79097, 0.90659, 0.50749], [1.55482, 1.41601, 1.52355], [1.23376, 1.04682, -0.76674], [-2.14875, -1.42355, -2.10611], [-0.90121, -2.68911, -2.07063], [-0.58228, -1.20379, -2.97352], [-1.79018, 0.09454, 2.17410], [-0.44078, -0.74926, 2.58642], [1.05601, 1.49463, 2.39998], [2.16266, 2.18918, 1.29979], [0.70140, 0.45897, -1.41937], [2.22444, 1.14735, -0.92694]], "lowdin_charge": [-0.13, -0.11, 0.09, -0.41, 0.05, -0.40, 0.12, 0.11, 0.07, 0.07, 0.07, 0.07, 0.08, 0.08, 0.09, 0.07, 0.10]}